Run one
Formula: C9H16N2O3
Source: the Open Molecules 2025 dataset
Level of theory: ωB97M-V/def2-TZVPD

Structure (XYZ):
```
30
Properties=species:S:1:pos:R:3:lowdin_charge:R:1
C 1.678 -0.432 -0.510 -0.450
C 1.506 1.707 0.538 -0.574
C -2.291 1.464 -1.021 -0.098
C -2.638 0.903 0.398 -0.145
C -0.879 0.793 -1.245 -0.092
C -2.027 -0.473 0.391 -0.167
C 2.763 -1.424 -0.182 0.017
C 0.825 0.914 1.510 0.064
C 0.374 -0.621 0.304 -0.368
N 0.187 -1.770 1.104 0.093
N -0.756 -0.317 -0.317 -0.101
O 2.105 0.927 -0.418 0.072
O 1.295 -0.717 -1.876 0.036
O 1.553 2.880 0.389 0.135
H -3.007 1.199 -1.738 0.084
H -2.245 2.521 -0.951 0.093
H -2.084 1.481 1.072 0.075
H -3.664 0.965 0.592 0.094
H -1.013 0.206 -2.196 0.143
H -0.096 1.453 -1.082 0.089
H -2.075 -0.965 1.336 0.097
H -2.581 -1.329 -0.111 0.138
H 3.670 -1.402 -0.684 0.076
H 2.844 -1.540 0.936 0.118
H 2.484 -2.327 -0.573 0.057
H 1.397 0.594 2.379 0.094
H -0.249 1.246 1.830 0.122
H 0.010 -2.651 0.558 0.129
H 0.848 -2.151 1.786 0.094
H 2.064 -1.132 -2.220 0.075
```

Calculated values
Gap between HOMO and LUMO ... 0.3064 Ha
E_HOMO ... -7.8 eV

---

Run two
Formula: C9H16N2O3
Source: the Open Molecules 2025 dataset
Level of theory: ωB97M-V/def2-TZVPD

Structure (XYZ):
```
30
Properties=species:S:1:pos:R:3:lowdin_charge:R:1
C -0.533 -0.929 -1.097 -0.140
C -1.729 -0.588 -0.627 -0.268
C -1.919 0.184 0.632 -0.022
C -0.712 0.986 0.971 -0.400
C 2.075 -0.160 1.009 -0.320
C 3.008 -1.124 0.463 -0.047
C 2.575 0.682 2.139 -0.027
C -2.992 -2.226 -1.684 -0.130
C -0.724 2.642 -0.897 -0.029
N 0.661 -0.742 -0.551 -0.034
N 0.817 -0.094 0.543 0.051
O -0.694 1.123 2.309 0.058
O -2.977 -0.914 -1.246 -0.129
O -0.510 2.223 0.457 -0.063
H -0.537 -1.462 -1.953 0.074
H -2.754 0.843 0.534 0.141
H -2.022 -0.474 1.450 0.126
H 2.489 -2.016 0.203 0.079
H 3.814 -1.138 1.134 0.062
H 3.412 -0.686 -0.393 0.075
H 2.058 0.200 3.017 0.106
H 2.116 1.653 2.059 0.068
H 3.552 0.505 2.347 0.036
H -2.882 -2.968 -0.917 0.088
H -2.264 -2.311 -2.531 0.098
H -4.006 -2.320 -2.009 0.079
H -0.552 3.766 -0.819 0.118
H -1.706 2.407 -1.223 0.076
H 0.013 2.233 -1.619 0.103
H -0.218 1.939 2.689 0.172
```

Calculated values
Gap between HOMO and LUMO (alpha / beta) ... 0.2375 / 0.2375 Ha
E_HOMO (alpha / beta) ... -5.9 / -5.9 eV

---

Which is most stable? The ranking, best first, is run one, run two.

---

Run one
Formula: C4H10NS
Source: the Open Molecules 2025 dataset
Level of theory: ωB97M-V/def2-TZVPD

Structure (XYZ):
```
16
Properties=species:S:1:pos:R:3:lowdin_charge:R:1
C -0.524 -1.919 -0.956 -0.186
N -0.414 -0.630 -1.592 -0.141
C 0.375 0.292 -0.731 -0.260
C -0.260 0.918 0.519 -0.347
C 0.745 1.206 1.603 -0.811
S 0.126 2.156 3.063 0.006
H 0.384 -2.484 -1.218 0.069
H -1.306 -2.495 -1.464 0.068
H -0.653 -2.035 0.125 0.077
H -1.302 -0.203 -1.838 0.089
H 0.875 1.140 -1.210 0.104
H 1.181 -0.401 -0.469 0.097
H -1.142 0.372 0.912 0.090
H -0.821 1.816 0.227 0.087
H 1.416 1.933 1.109 0.027
H 1.319 0.336 1.918 0.033
```

Calculated values
Charge ... -1
Gap between HOMO and LUMO ... 0.2141 Ha
E_HOMO ... -2.2 eV

---

Run two
Formula: C4H10NS
Source: the Open Molecules 2025 dataset
Level of theory: ωB97M-V/def2-TZVPD

Structure (XYZ):
```
16
Properties=species:S:1:pos:R:3:lowdin_charge:R:1
C 0.889 0.297 2.740 -0.111
C -0.384 0.653 2.676 -0.145
H 1.191 -0.692 3.062 0.032
H 1.676 0.980 2.445 0.037
H -1.157 -0.071 2.903 0.041
H -0.694 1.646 2.390 0.017
C 0.502 -0.365 -1.896 -0.426
C -0.817 0.399 -2.058 -0.773
S -1.368 1.164 -0.496 0.153
N 0.481 -1.379 -0.836 -0.054
H 1.267 0.369 -1.622 0.080
H 0.808 -0.825 -2.842 0.083
H -1.565 -0.299 -2.457 0.027
H -0.684 1.195 -2.798 0.019
H -0.121 -2.139 -1.142 0.040
H -0.025 -0.930 -0.067 -0.017
```

Calculated values
Charge ... -1
Gap between HOMO and LUMO ... 0.2471 Ha
E_HOMO ... -2.4 eV

---

Which is most stable? The ranking, best first, is run one, run two.

---

Run one
Formula: C4H10NS
Source: the Open Molecules 2025 dataset
Level of theory: ωB97M-V/def2-TZVPD

Structure (XYZ):
```
16
Properties=species:S:1:pos:R:3:lowdin_charge:R:1
C 2.724 0.303 2.325 -0.108
C 2.074 0.409 0.921 -0.341
N 0.675 0.017 0.982 -0.102
C 0.066 -0.073 -0.361 -0.380
C -1.444 -0.070 -0.299 -0.783
S -2.214 -0.425 -1.947 0.012
H 2.393 -0.655 2.713 0.060
H 3.803 0.415 2.334 0.053
H 2.237 1.105 2.884 0.058
H 2.608 -0.195 0.179 0.103
H 2.208 1.438 0.529 0.102
H 0.232 0.820 1.430 0.099
H 0.368 -1.006 -0.847 0.085
H 0.469 0.717 -1.003 0.092
H -1.767 0.956 -0.061 0.022
H -1.845 -0.723 0.469 0.030
```

Calculated values
Charge ... -1
Gap between HOMO and LUMO ... 0.2110 Ha
E_HOMO ... -2.2 eV

---

Run two
Formula: C4H10NS
Source: the Open Molecules 2025 dataset
Level of theory: ωB97M-V/def2-TZVPD

Structure (XYZ):
```
16
Properties=species:S:1:pos:R:3:lowdin_charge:R:1
C -2.011 -0.541 0.193 -0.174
N -0.746 -0.697 -0.474 -0.114
C 0.264 0.370 -0.183 -0.494
C 0.869 0.070 1.206 -0.098
C 1.240 0.421 -1.322 -0.742
S 2.064 2.068 -1.591 0.016
H -2.571 -1.469 0.324 0.065
H -1.901 -0.117 1.201 0.058
H -2.669 0.098 -0.393 0.067
H -0.265 -1.570 -0.313 0.094
H -0.175 1.345 -0.023 0.101
H 1.367 1.000 1.509 0.063
H 1.610 -0.701 1.449 0.066
H 0.053 -0.145 1.906 0.046
H 2.094 -0.260 -1.230 0.023
H 0.776 0.128 -2.261 0.024
```

Calculated values
Charge ... -1
Gap between HOMO and LUMO ... 0.2143 Ha
E_HOMO ... -2.1 eV

---

Which is most stable? The ranking, best first, is run one, run two.

---

Run one
Formula: C3H3BrO2
Source: the Open Molecules 2025 dataset
Level of theory: ωB97M-V/def2-TZVPD

Structure (XYZ):
```
9
Properties=species:S:1:pos:R:3:lowdin_charge:R:1
O 1.232 1.720 -1.638 -0.066
C 0.329 1.919 -0.852 -0.131
C 0.905 1.875 0.749 -0.410
O 0.600 2.840 1.415 0.110
C 1.155 0.509 1.092 -0.369
Br 2.529 -0.277 -0.254 0.655
H -0.692 2.127 -1.039 0.105
H 0.443 -0.175 1.162 0.032
H 1.688 0.635 2.005 0.074
```

Calculated values
Gap between HOMO and LUMO ... 0.3167 Ha
E_HOMO ... -9.1 eV

---

Run two
Formula: C3H3BrO2
Source: the Open Molecules 2025 dataset
Level of theory: ωB97M-V/def2-TZVPD

Structure (XYZ):
```
9
Properties=species:S:1:pos:R:3:lowdin_charge:R:1
C -0.966 -0.086 -0.782 -0.373
C 0.140 1.702 0.890 -0.038
C 0.077 -0.641 -1.265 -0.019
O -1.927 0.277 -0.286 0.187
O -0.392 2.285 1.700 0.072
Br 1.527 -0.891 2.040 0.489
H 0.621 -0.058 -1.938 0.067
H 0.075 -1.672 -1.296 0.062
H 0.846 -0.916 0.936 -0.447
```

Calculated values
Gap between HOMO and LUMO ... 0.3879 Ha
E_HOMO ... -9.8 eV

---

Which is most stable? The ranking, best first, is run two, run one.